1.
This record from the OMol25 dataset describes a molecular structure, C34H63MnN6P2 at a distorted geometry. The level of theory is the ωB97M-V functional and the def2-TZVPD basis.

Element x y z (Å)
1 Mn 0.1634 0.1252 0.1393
2 C 2.4146 -4.0921 2.0107
3 C 1.9351 -2.6564 2.2279
4 C 2.1144 -2.2380 3.6881
5 P 0.2575 -2.2006 1.5934
6 C -1.0202 -3.0599 2.6490
7 C -1.5347 -2.1866 3.7909
8 C -0.6503 -4.4467 3.1831
9 C 0.1282 -3.1133 0.0307
10 C -0.6093 -4.2673 -0.2192
11 C -0.6314 -4.8315 -1.4871
12 C 0.1028 -4.2388 -2.5072
13 C 0.8158 -3.0748 -2.2789
14 C 0.8219 -2.4813 -1.0119
15 N 1.3905 -1.2329 -0.7316
16 C 2.7058 -1.0477 -1.1046
17 C 3.5454 -2.0867 -1.5801
18 C 4.8558 -1.8486 -1.9214
19 C 5.4237 -0.5799 -1.7995
20 C 4.6407 0.4258 -1.2802
21 C 3.3026 0.2112 -0.9311
22 P 2.3367 1.4277 -0.0484
23 C 2.5023 3.0101 -1.0487
24 C 3.7627 3.8526 -0.8197
25 C 2.4004 2.7196 -2.5544
26 C 3.4616 1.7531 1.3922
27 C 3.8152 0.4626 2.1093
28 C 2.9487 2.7695 2.3998
29 H 3.5033 -4.1284 2.0744
30 H 2.0225 -4.7683 2.7690
31 H 2.1328 -4.4788 1.0317
32 H 2.5647 -2.0117 1.6047
33 H 1.6515 -2.9551 4.3625
34 H 3.1744 -2.1939 3.9415
35 H 1.6892 -1.2579 3.9152
36 H -1.8681 -3.1950 1.9618
37 H -0.7418 -1.9193 4.4905
38 H -1.9950 -1.2690 3.4243
39 H -2.3043 -2.7142 4.3570
40 H 0.0329 -4.3673 4.0267
41 H -1.5430 -4.9601 3.5442
42 H -0.1754 -5.0824 2.4406
43 H -1.1668 -4.7456 0.5723
44 H -1.1997 -5.7305 -1.6732
45 H 0.1018 -4.6747 -3.4961
46 H 1.3484 -2.5980 -3.0908
47 H 3.1640 -3.0907 -1.6645
48 H 5.4582 -2.6740 -2.2752
49 H 6.4522 -0.3997 -2.0739
50 H 5.0815 1.4014 -1.1194
51 H 1.6557 3.6341 -0.7465
52 H 4.6620 3.3310 -1.1410
53 H 3.6953 4.7601 -1.4226
54 H 3.9015 4.1625 0.2095
55 H 1.8213 1.8310 -2.7985
56 H 1.9685 3.5674 -3.0853
57 H 3.3947 2.5395 -2.9594
58 H 4.3739 2.1510 0.9346
59 H 2.9203 -0.0047 2.5165
60 H 4.2967 -0.2570 1.4499
61 H 4.4882 0.6686 2.9428
62 H 2.1653 2.3215 2.9995
63 H 3.7447 3.0442 3.0939
64 H 2.5678 3.6878 1.9560
65 C -3.1137 -0.0927 0.1143
66 C -2.7231 1.1565 0.8662
67 N -1.5280 1.7581 0.2720
68 C -1.7945 2.4132 -1.0123
69 C -0.6988 2.0779 -2.0025
70 N -0.4158 0.6349 -1.9591
71 C -1.5236 -0.1548 -2.5371
72 C -1.9533 -1.3041 -1.6447
73 N -1.9321 -0.9122 -0.2264
74 H -3.6329 0.1741 -0.8083
75 H -3.8360 -0.6667 0.7027
76 H -2.5085 0.9291 1.9072
77 H -3.5758 1.8511 0.8834
78 H -1.1637 2.4131 0.9574
79 H -1.8688 3.5009 -0.8996
80 H -2.7675 2.0881 -1.3810
81 H 0.1982 2.5961 -1.7046
82 H -0.9650 2.4301 -3.0080
83 H 0.4498 0.4196 -2.4450
84 H -1.2405 -0.5562 -3.5147
85 H -2.3589 0.5194 -2.7243
86 H -1.2835 -2.1527 -1.7762
87 H -2.9550 -1.6353 -1.9505
88 H -1.9735 -1.7786 0.3027
89 C -1.9042 1.7570 4.8017
90 C -0.5428 2.3408 4.4521
91 C -0.5380 3.8470 4.6771
92 C 0.5414 1.6828 5.3101
93 N -0.3214 2.1710 2.9882
94 N -0.0025 0.8569 2.5177
95 H -2.1243 1.9182 5.8561
96 H -1.9336 0.6802 4.6378
97 H -2.6916 2.2239 4.2111
98 H -0.7936 4.0847 5.7082
99 H -1.2613 4.3373 4.0262
100 H 0.4492 4.2685 4.4772
101 H 0.3989 1.9454 6.3570
102 H 1.5392 2.0159 5.0270
103 H 0.5091 0.5920 5.2569
104 H 0.4453 2.7755 2.6980
105 H -0.8026 0.2595 2.7128
106 H 0.7670 0.4460 3.0555

Computed properties:
**Multiplicity**: 2
**Orbital gap (alpha / beta)**: 7.42 / 7.43 eV
**Maximum force**: 1.34 eV/A
**Total charge**: +1

2.
This record from the OMol25 dataset describes 4 unconnected molecules or ions with the total composition C34H63N3O6P at a distorted geometry. The level of theory is the ωB97M-V functional and the def2-TZVPD basis.

Element x y z (Å)
1 C -5.3274 1.6423 1.1118
2 C -4.5279 2.8032 0.6789
3 C -4.9773 3.9406 0.1559
4 P -6.6687 4.4686 -0.2464
5 C -7.5807 4.7896 1.3221
6 C -7.4112 2.9771 -1.0696
7 C -3.7322 4.7554 -0.0981
8 O -3.6095 5.9469 -0.1925
9 O -2.6799 3.8417 -0.1611
10 C -3.0336 2.8634 0.7444
11 O -2.2898 2.2143 1.4193
12 H -6.3069 1.9658 1.4294
13 H -4.8462 1.1660 1.9550
14 H -5.4375 0.9308 0.3046
15 H -8.5942 4.4442 1.1721
16 H -7.1781 4.3108 2.2061
17 H -7.6191 5.8539 1.4760
18 H -7.6406 3.2923 -2.0725
19 H -6.6759 2.1925 -1.1597
20 H -8.2866 2.6101 -0.5557
21 C 3.3706 -1.7612 1.1603
22 C 2.5890 -2.0621 -0.1431
23 C 2.8588 -0.9764 -1.1880
24 C 2.1330 0.3414 -0.9222
25 C 0.6431 0.1034 -0.6886
26 C 0.3774 -0.9266 0.4064
27 N 1.1318 -2.1889 0.1548
28 O 0.5496 -2.8599 -0.7796
29 C 0.7479 -0.3191 1.7720
30 C -1.1136 -1.2112 0.4950
31 C 3.1501 -3.3783 -0.6694
32 H 2.8119 -2.0740 2.0423
33 H 4.3125 -2.3061 1.1900
34 H 3.6257 -0.7082 1.2679
35 H 2.5501 -1.3431 -2.1726
36 H 3.9351 -0.8008 -1.2473
37 H 2.5766 0.8589 -0.0682
38 H 2.2649 1.0056 -1.7788
39 H 0.1519 1.0429 -0.4261
40 H 0.1857 -0.2310 -1.6257
41 H 0.6402 -1.0586 2.5668
42 H 0.0778 0.5114 1.9953
43 H 1.7571 0.0843 1.8174
44 H -1.5262 -1.5566 -0.4523
45 H -1.6412 -0.2970 0.7648
46 H -1.3279 -1.9624 1.2573
47 H 2.9553 -4.1961 0.0265
48 H 4.2281 -3.2835 -0.7910
49 H 2.7364 -3.6467 -1.6401
50 C -6.0202 -3.2897 -3.9574
51 C -5.1928 -2.2379 -3.1753
52 C -3.7101 -2.6217 -3.1655
53 C -3.3635 -3.7660 -2.2161
54 C -3.9106 -3.4900 -0.8188
55 C -5.4067 -3.1810 -0.8184
56 N -5.7336 -2.0941 -1.7897
57 O -5.3674 -0.9618 -1.3006
58 C -6.1946 -4.4641 -1.1389
59 C -5.8498 -2.7840 0.5845
60 C -5.3435 -0.9316 -3.9474
61 H -7.0088 -3.4242 -3.5205
62 H -6.1831 -2.9729 -4.9864
63 H -5.5305 -4.2621 -4.0061
64 H -3.1170 -1.7481 -2.8767
65 H -3.4039 -2.8786 -4.1815
66 H -3.7472 -4.7156 -2.6000
67 H -2.2790 -3.8776 -2.1651
68 H -3.7196 -4.3464 -0.1696
69 H -3.3622 -2.6484 -0.3842
70 H -7.2620 -4.2544 -1.2195
71 H -6.0579 -5.1875 -0.3356
72 H -5.8766 -4.9623 -2.0510
73 H -5.2895 -1.9341 0.9709
74 H -5.6861 -3.6169 1.2667
75 H -6.9119 -2.5344 0.6047
76 H -6.3819 -0.5951 -3.9552
77 H -5.0281 -1.0861 -4.9780
78 H -4.7262 -0.1344 -3.5368
79 C 9.1632 1.2297 2.7789
80 C 8.3868 0.9713 1.4621
81 C 8.6883 2.0706 0.4404
82 C 7.9909 3.3990 0.7263
83 C 6.4945 3.1878 0.9431
84 C 6.1947 2.1431 2.0159
85 N 6.9243 0.8691 1.7460
86 O 6.3425 0.2300 0.7902
87 C 6.5647 2.7101 3.3987
88 C 4.6947 1.8888 2.0824
89 C 8.9201 -0.3490 0.9169
90 H 8.5883 0.9138 3.6483
91 H 10.0908 0.6600 2.8045
92 H 9.4383 2.2762 2.9102
93 H 8.3795 1.7294 -0.5527
94 H 9.7683 2.2230 0.3908
95 H 8.4399 3.8912 1.5934
96 H 8.1438 4.0757 -0.1163
97 H 6.0220 4.1327 1.2180
98 H 6.0387 2.8814 -0.0039
99 H 6.4314 1.9558 4.1750
100 H 5.9127 3.5503 3.6363
101 H 7.5813 3.0890 3.4642
102 H 4.2884 1.5727 1.1236
103 H 4.1809 2.8067 2.3652
104 H 4.4579 1.1261 2.8264
105 H 8.6998 -1.1739 1.5964
106 H 10.0012 -0.2798 0.8044
107 H 8.5078 -0.5897 -0.0611

Computed properties:
**Multiplicity**: 4
**Orbital gap (alpha / beta)**: 7.73 / 7.99 eV
**Maximum force**: 2.10 eV/A

3.
This record from the OMol25 dataset describes 3 unconnected molecules or ions with the total composition C34H64F6N3O6 at a distorted geometry. The level of theory is the ωB97M-V functional and the def2-TZVPD basis.

Element x y z (Å)
1 C 4.2483 0.8809 -2.8448
2 C 3.7209 1.9677 -3.9877
3 C 2.8730 1.1276 -5.1317
4 C 1.4128 1.8551 -5.5006
5 C 0.5650 0.8066 -6.4534
6 C -1.0077 0.6213 -6.0219
7 C -1.2593 -0.4078 -4.7690
8 C -1.5019 -1.9861 -5.2539
9 C -2.5106 -2.7681 -4.1732
10 C -1.6268 -3.4780 -2.9902
11 C -2.4346 -3.7750 -1.5958
12 N -1.6604 -3.1156 -0.4774
13 C -1.8822 -1.7992 -0.1606
14 N -1.0414 -1.1821 0.9340
15 C -1.3655 -1.5287 2.3692
16 C -0.5290 -2.7952 2.9885
17 C -0.1950 -2.4400 4.5880
18 O -1.4955 -3.9405 3.0564
19 C -1.0558 0.2993 0.5520
20 C -2.2643 0.6549 -0.5503
21 C -3.1053 1.8123 0.2247
22 C -3.8020 1.3749 1.6391
23 C -3.8805 2.5440 2.7818
24 C -3.9592 4.0792 2.2171
25 C -2.6854 2.3069 3.9194
26 O -1.5250 0.9100 -1.7835
27 C -1.6509 2.2777 -2.2872
28 C -3.0951 2.5734 -3.0784
29 N -2.7958 -0.7408 -0.7296
30 C -4.2771 -0.9833 -0.7513
31 C -4.7780 -1.9663 0.4999
32 H 3.3917 0.5161 -2.1262
33 H 5.1074 1.3761 -2.2154
34 H 4.7075 -0.0291 -3.4450
35 H 4.6707 2.4704 -4.4722
36 H 3.0792 2.7598 -3.4092
37 H 2.6055 0.0765 -4.6329
38 H 3.4684 0.9912 -6.1465
39 H 1.5813 2.8738 -6.0640
40 H 0.9054 2.0858 -4.4675
41 H 0.6383 1.2028 -7.5739
42 H 1.1678 -0.2200 -6.4341
43 H -1.4135 1.6807 -5.6809
44 H -1.6852 0.2981 -6.9329
45 H -0.3296 -0.4329 -4.0490
46 H -2.2655 -0.0994 -4.2261
47 H -1.9630 -1.9930 -6.3510
48 H -0.4519 -2.5110 -5.3503
49 H -2.9935 -3.6530 -4.8117
50 H -3.3346 -2.0219 -3.7864
51 H -0.7343 -2.7346 -2.7291
52 H -1.1276 -4.4710 -3.3970
53 H -2.3485 -4.9510 -1.4085
54 H -3.5800 -3.5401 -1.6191
55 H -0.9377 -3.6405 0.0621
56 H -1.1999 -0.5284 2.9968
57 H -2.5067 -1.7820 2.4454
58 H 0.4508 -3.0705 2.3854
59 H 0.9247 -2.7362 4.7561
60 H -0.3553 -1.3103 4.8489
61 H -0.8561 -3.0751 5.3193
62 H -1.2881 -4.4903 2.2406
63 H -0.1021 0.3754 -0.1596
64 H -0.8225 1.0936 1.3793
65 H -2.3534 2.7248 0.3906
66 H -3.9779 2.2677 -0.4505
67 H -4.9315 1.0875 1.3791
68 H -3.3432 0.4233 2.1441
69 H -4.8984 2.3582 3.3775
70 H -4.4369 4.1655 1.1483
71 H -2.8308 4.4515 2.1027
72 H -4.4391 4.8279 3.0089
73 H -1.8940 1.5238 3.5447
74 H -3.1958 1.8174 4.8795
75 H -2.2326 3.3232 4.2831
76 H -1.3783 3.1267 -1.5143
77 H -0.8319 2.3840 -3.1509
78 H -3.6334 1.5650 -3.3797
79 H -2.8830 3.1987 -4.0699
80 H -3.7851 3.2740 -2.4125
81 H -4.5823 -1.5771 -1.7406
82 H -4.9580 -0.0338 -0.7268
83 H -5.9542 -2.1376 0.4233
84 H -4.4779 -1.4764 1.5277
85 H -4.3030 -3.0463 0.4488
86 C 0.6197 -5.2133 6.4480
87 C 1.0838 -4.1407 7.4161
88 O 0.7232 -4.4849 8.7623
89 C 1.5559 -5.3655 9.4029
90 O 2.5570 -5.8575 8.8882
91 C 1.0873 -5.6052 10.8370
92 F -0.2578 -5.8134 10.9246
93 F 1.3612 -4.5451 11.6506
94 F 1.6757 -6.6902 11.4153
95 H -0.4539 -5.3956 6.5615
96 H 0.8215 -4.9161 5.4149
97 H 1.1260 -6.1643 6.6397
98 H 0.5802 -3.1962 7.1840
99 H 2.1616 -3.9594 7.3335
100 C 9.4126 4.9464 -1.4874
101 C 8.2601 5.0168 -0.5026
102 O 7.1546 5.7362 -1.0693
103 C 6.3391 5.0236 -1.9097
104 O 6.5135 3.8405 -2.1910
105 C 5.1803 5.8900 -2.3999
106 F 5.5809 7.1326 -2.7945
107 F 4.2391 6.0841 -1.4319
108 F 4.5242 5.3489 -3.4651
109 H 9.6930 5.9497 -1.8241
110 H 10.2842 4.4695 -1.0300
111 H 9.1353 4.3771 -2.3800
112 H 8.5747 5.5691 0.3893
113 H 7.9495 4.0195 -0.1705

Computed properties:
**Multiplicity**: 1
**Orbital gap**: 8.62 eV
**Maximum force**: 3.97 eV/A
**Total charge**: +1

4.
This record from the OMol25 dataset describes 3 unconnected molecules or ions with the total composition C34H65BF3N7O6Si. The level of theory is the ωB97M-V functional and the def2-TZVPD basis.

Element x y z (Å)
1 C 0.3052 -3.6251 4.2081
2 C 0.0302 -2.2106 3.6898
3 B 1.2688 -1.5032 3.0519
4 O 2.5589 -1.9173 3.3366
5 C 1.0405 -0.2672 2.0829
6 N 0.1920 -0.4416 1.1011
7 C -0.0656 0.6056 0.2667
8 C -0.9790 0.4447 -0.8014
9 C -1.5998 -0.9141 -0.9635
10 C -2.8459 -1.0727 -0.1232
11 O -3.8463 -0.1350 -0.5069
12 Si -4.9629 0.2943 0.6448
13 C -5.7776 -1.2165 1.3962
14 C -4.1324 1.3250 1.9643
15 C -6.2266 1.3502 -0.2347
16 C -1.2733 1.5167 -1.5989
17 C -2.2703 1.3578 -2.7252
18 C -3.5716 2.1730 -2.5016
19 C -1.6378 1.5930 -4.1241
20 C -2.0546 0.5204 -5.1218
21 C -0.6377 2.7793 -1.3586
22 C -0.9243 3.9614 -2.2521
23 C 0.2077 4.2502 -3.2135
24 O 0.1162 5.0250 -4.1354
25 C 0.2594 2.9348 -0.3451
26 C 0.9423 4.2452 -0.0351
27 C 2.4713 4.2520 -0.2061
28 O 2.9070 3.0308 -0.7584
29 C 3.2499 4.6305 1.0818
30 F 3.7099 5.9002 0.9521
31 F 4.3165 3.8451 1.2600
32 F 2.5392 4.6172 2.2154
33 C 0.5491 1.8396 0.4900
34 N 1.4287 2.0160 1.5121
35 C 1.6874 1.0015 2.2821
36 C 2.6899 1.2100 3.3773
37 C 2.1052 1.3546 4.8168
38 N 2.4962 0.2439 5.6794
39 N 0.6297 1.3888 4.7562
40 N 2.6573 2.5878 5.3671
41 H 1.1114 -3.6187 4.9373
42 H 0.5762 -4.2835 3.3844
43 H -0.5844 -4.0473 4.6734
44 H -0.4001 -1.5857 4.4759
45 H -0.7164 -2.2399 2.8893
46 H 3.0188 -2.2484 2.5594
47 H -1.7932 -1.1530 -2.0068
48 H -0.9066 -1.6657 -0.5907
49 H -3.2256 -2.0942 -0.2023
50 H -2.5477 -0.9206 0.9204
51 H -6.8362 -1.2113 1.1365
52 H -5.7080 -1.2286 2.4826
53 H -5.3551 -2.1456 1.0177
54 H -4.8565 1.6963 2.6873
55 H -3.4024 0.7208 2.5068
56 H -3.5893 2.1535 1.5115
57 H -5.6999 2.1216 -0.7967
58 H -6.8169 0.7561 -0.9298
59 H -6.8786 1.8208 0.4987
60 H -2.5907 0.3226 -2.7357
61 H -3.5876 2.6091 -1.5049
62 H -4.4348 1.5124 -2.5646
63 H -3.7069 2.9462 -3.2548
64 H -1.9141 2.5697 -4.5184
65 H -0.5512 1.5552 -4.0215
66 H -1.5462 0.6749 -6.0734
67 H -3.1252 0.5590 -5.3232
68 H -1.8082 -0.4758 -4.7602
69 H -1.0991 4.8562 -1.6568
70 H -1.8097 3.8235 -2.8554
71 H 1.1541 3.7034 -3.0364
72 H 0.6650 4.5384 0.9739
73 H 0.5572 5.0139 -0.6968
74 H 2.7327 5.0518 -0.9012
75 H 3.7941 3.1527 -1.1089
76 H 3.2136 2.1331 3.1421
77 H 3.4364 0.4211 3.3563
78 H 3.1100 0.5737 6.4113
79 H 2.9856 -0.4906 5.1819
80 H 0.2697 2.2733 5.0825
81 H 0.2624 0.6514 5.3405
82 H 2.2647 3.3853 4.8799
83 H 2.3937 2.6604 6.3448
84 C -2.2325 -2.3147 -10.5460
85 C -3.6133 -2.0428 -9.9578
86 C -3.5856 -1.3027 -8.6152
87 O -3.2132 -2.0959 -7.5066
88 C -1.8228 -2.2674 -7.3192
89 N -4.3603 -3.3012 -9.8936
90 H -1.7427 -3.1517 -10.0484
91 H -2.3212 -2.5738 -11.6002
92 H -1.5851 -1.4397 -10.4629
93 H -4.1432 -1.3859 -10.6547
94 H -4.5997 -0.9591 -8.3952
95 H -2.9438 -0.4126 -8.6735
96 H -1.2684 -1.3699 -7.6086
97 H -1.4387 -3.1291 -7.8712
98 H -1.6597 -2.4508 -6.2578
99 H -5.3216 -3.1142 -9.6253
100 H -3.9812 -3.8532 -9.1292
101 C 6.1307 -3.0892 4.4282
102 C 5.9233 -2.3023 5.7185
103 C 6.8562 -2.7178 6.8621
104 O 6.5172 -3.9364 7.4911
105 C 6.9722 -5.1073 6.8425
106 N 4.5082 -2.3697 6.0904
107 H 5.6817 -4.0808 4.4865
108 H 5.6570 -2.5675 3.5968
109 H 7.1912 -3.2050 4.1975
110 H 6.1538 -1.2540 5.5029
111 H 6.7886 -1.9603 7.6471
112 H 7.9007 -2.7456 6.5228
113 H 7.9489 -4.9478 6.3751
114 H 6.2664 -5.4578 6.0852
115 H 7.0701 -5.8821 7.6018
116 H 4.3388 -1.7507 6.8783
117 H 4.3204 -3.2996 6.4552

Computed properties:
**Multiplicity**: 1
**Orbital gap**: 8.56 eV
**SMILES string**: CCB(O)c1nc2c(CCO[Si](C)(C)C)c([C@@H](C)CC)c(CC=O)c(C[C@H](O)C(F)(F)F)c2nc1CC(N)(N)N.COC[C@@H](C)N.COC[C@@H](C)N
**Maximum force**: 0.79 eV/A

Q: The highest multiplicity belongs to which entry?
A: C34H63N3O6P